C5H13N3O as an isolated structure in a non-equilibrium geometry. Source: the OMol25 dataset; level of theory: ωB97M-V/def2-TZVPD.

As for the total energy: -437.72533 Ha. Its charge is 0. The energy relative to the best compared isomer or geometry (same formula, charge and spin) comes out at 80.80 kcal/mol. The calculation puts the HOMO energy at -8.29 eV.

Geometry as XYZ:
```
22
C5H13N3O | the OMol25 dataset | ωB97M-V/def2-TZVPD
C 1.72 1.49 0.19
C 2.77 0.45 -1.77
N 1.67 0.45 -0.82
C 0.80 -0.58 -0.80
N -0.14 -0.87 0.02
H -1.24 -1.62 0.16
H 0.95 -1.28 -1.63
H 2.43 1.23 0.99
H 3.73 0.32 -1.26
H 0.73 1.66 0.61
H 2.05 2.42 -0.27
H 2.80 1.39 -2.32
H 2.66 -0.36 -2.49
C -3.34 -0.65 0.59
N -2.10 -1.27 1.04
C -0.82 -0.12 1.22
O -1.17 1.07 1.13
H -2.22 -1.79 1.91
H -0.31 -0.51 2.13
H -4.09 -1.41 0.38
H -3.17 -0.09 -0.33
H -3.71 0.08 1.32
```

Results of the Löwdin charge analysis, in e, for atoms 1 through 8: C -0.032; C -0.064; N -0.192; C -0.180; N 0.047; H 0.149; H 0.129; H 0.096